The following is a DFT calculation (the ωB97M-V functional and the def2-TZVPD basis) of a structure of composition C20H43LaOP3Se in a non-equilibrium geometry.

Properties
- Highest occupied orbital energy: -0.5574 hartree
- Lowest unoccupied orbital energy: -0.42723 Eh
- DFT total energy: -4319.16615 hartree

The geometry in ORCA input format:
```
! RIJCOSX wB97M-V def2-TZVPD def2/J DEFGRID3
* xyz 3 1
H 1.736 4.107 1.577
C -1.965 -6.120 -1.097
C -1.335 -3.823 -0.619
H -0.021 -1.263 4.838
H -3.482 3.134 -1.560
H 3.328 1.217 -2.311
H 0.024 0.420 -4.493
C 0.998 0.868 -4.255
H 3.758 1.082 -0.146
H 3.417 -1.569 -1.596
H -5.000 2.916 -0.639
H -3.744 0.250 1.567
C 1.676 3.275 0.848
H -2.285 -5.136 0.802
P 0.366 2.165 1.449
C -0.919 -4.795 -2.816
C -0.850 -3.677 -1.943
H 1.235 1.657 -4.983
H 2.378 -0.999 2.790
C -1.262 -2.548 3.681
C 3.679 0.319 0.638
C -4.051 1.283 1.318
H -0.680 1.065 1.194
H -1.304 3.830 0.947
H -0.938 3.101 -2.863
Se -0.133 -2.093 -2.707
H 0.852 2.416 3.754
H -2.187 -2.679 3.099
H 3.698 -2.582 -0.140
C 0.152 3.205 -2.969
H -1.512 -0.451 4.039
H 2.863 2.798 -1.620
P 0.944 1.602 -2.568
P 2.213 -0.743 0.358
H -0.572 -4.674 -3.845
H -5.139 1.302 1.167
H -0.467 4.138 2.498
C -1.901 -5.038 -0.213
C -1.462 -5.999 -2.402
H 2.790 -2.508 1.914
C 0.996 1.588 3.047
H 0.500 3.994 -2.293
H -3.819 1.942 2.174
H -2.431 -7.054 -0.776
H 2.164 -2.711 -1.082
H -1.751 2.892 2.397
H -0.672 -3.448 3.866
C 2.703 2.107 -2.458
C -0.930 3.372 1.869
H 2.066 1.347 2.979
H 1.758 0.079 -4.292
La -0.549 -0.158 -0.671
H 0.383 3.478 -4.008
H -1.301 -2.966 0.089
H 2.657 2.794 0.808
H -1.510 -6.851 -3.082
H 3.010 2.601 -3.394
C 2.947 -2.030 -0.720
C -0.904 -1.357 4.187
C -3.410 1.744 0.063
H 3.633 0.824 1.613
C -3.906 2.996 -0.549
C 2.108 -1.650 1.949
H 1.445 3.707 -0.133
H 4.586 -0.302 0.609
O -2.505 1.045 -0.493
H 1.088 -2.018 2.124
H -3.710 3.884 0.074
H 0.454 0.698 3.410
*
```